Computed, not measured: a 12-piece molecular cluster, C30H63N9O15 overall at a distorted geometry, with the ωB97M-V functional and the def2-TZVPD basis.

The value obtained for the molar mass is 789.882 g/mol. The SMILES is O=C1CCCO1.O=C1CCCO1.O=C1CCCO1.CC(N)=O.CC(N)=O.CC(N)=O.CC(N)=O.CC(N)=O.CC(N)=O.CC(N)=O.CC(N)=O.CC(N)=O. The value obtained for the LUMO energy is -0.085 eV. The calculation puts the HOMO energy at -8.839 eV. As for the HOMO-LUMO gap: 8.75 eV.

Geometry (Å):
O -4.231 0.546 1.104
C -4.389 1.121 2.141
C -3.635 2.355 2.580
C -4.374 2.780 3.849
C -5.133 1.502 4.259
O -5.287 0.725 3.053
H -2.614 2.016 2.790
H -3.525 3.119 1.818
H -3.652 3.036 4.622
H -5.100 3.575 3.703
H -4.517 0.947 4.966
H -6.096 1.720 4.706
O -0.114 -4.030 -1.072
C -0.958 -4.871 -1.201
C -2.460 -4.696 -1.464
C -2.682 -5.917 -2.324
C -1.862 -6.971 -1.580
O -0.702 -6.186 -1.152
H -2.964 -4.884 -0.510
H -2.700 -3.719 -1.865
H -3.723 -6.270 -2.275
H -2.369 -5.817 -3.361
H -2.323 -7.323 -0.657
H -1.610 -7.793 -2.241
O 0.115 1.506 1.772
C -0.019 0.668 0.932
C -1.295 0.273 0.202
C -0.770 -0.530 -1.003
C 0.670 -0.852 -0.610
O 1.041 0.030 0.440
H -1.763 -0.405 0.924
H -1.925 1.100 -0.095
H -1.368 -1.364 -1.339
H -0.654 0.228 -1.788
H 0.676 -1.885 -0.231
H 1.369 -0.847 -1.438
C -1.157 -3.354 2.201
C -1.373 -1.865 2.357
N -2.595 -1.404 1.984
O -0.544 -1.139 2.910
H -0.186 -3.504 1.729
H -1.894 -3.784 1.520
H -1.232 -3.861 3.159
H -2.919 -0.463 2.122
H -3.277 -2.063 1.653
C -0.650 1.029 5.564
C 0.514 1.878 5.125
N 1.081 1.554 3.939
O 0.929 2.778 5.837
H -1.585 1.578 5.486
H -0.446 0.744 6.594
H -0.800 0.122 4.976
H 0.655 0.815 3.401
H 1.716 2.154 3.446
C 2.313 3.391 0.002
C 1.983 4.498 -0.968
N 2.183 5.803 -0.657
O 1.441 4.194 -2.029
H 1.523 2.706 0.260
H 2.846 3.779 0.878
H 3.119 2.829 -0.474
H 1.713 6.438 -1.277
H 2.572 6.097 0.215
C -1.832 4.342 -0.577
C -1.584 4.975 0.795
N -0.744 4.233 1.563
O -2.198 5.953 1.204
H -2.903 4.279 -0.744
H -1.282 3.412 -0.679
H -1.441 5.028 -1.332
H -0.469 4.637 2.441
H -0.398 3.369 1.187
C -1.052 2.056 -4.649
C -2.411 2.132 -4.003
N -3.484 2.210 -4.850
O -2.544 2.116 -2.801
H -0.492 2.920 -4.296
H -1.018 2.056 -5.740
H -0.647 1.084 -4.362
H -4.394 2.329 -4.443
H -3.316 1.887 -5.780
C 2.578 -1.316 2.794
C 3.816 -0.607 3.309
N 4.277 -0.964 4.539
O 4.349 0.277 2.647
H 1.680 -0.708 2.835
H 2.340 -2.212 3.373
H 2.867 -1.573 1.777
H 5.040 -0.415 4.893
H 3.954 -1.802 4.974
C 4.401 0.394 -0.825
C 5.689 0.851 -1.424
N 6.140 2.103 -1.140
O 6.317 0.155 -2.207
H 3.601 0.423 -1.567
H 4.037 0.975 0.022
H 4.520 -0.622 -0.456
H 6.942 2.443 -1.630
H 5.831 2.507 -0.272
C -0.640 -1.200 -5.838
C -0.204 -1.801 -4.511
N -1.129 -2.643 -3.926
O 0.802 -1.430 -3.915
H -0.614 -2.009 -6.566
H 0.171 -0.512 -6.083
H -1.544 -0.603 -5.788
H -0.893 -3.101 -3.057
H -2.097 -2.364 -3.993
C 4.949 -2.721 -2.261
C 3.743 -3.320 -1.592
N 2.525 -3.045 -2.114
O 3.856 -4.082 -0.643
H 5.370 -3.493 -2.918
H 5.721 -2.602 -1.507
H 4.740 -1.867 -2.894
H 1.749 -3.536 -1.693
H 2.338 -2.434 -2.888



Computed, not measured: an isolated ion of composition C6H9N2S and charge +1 at a distorted geometry, with the ωB97M-V functional and the def2-TZVPD basis.

The value obtained for the molar mass is 141.219 g/mol. As for the charge: +1. The value obtained for the LUMO energy (spin up / spin down) is -5.883 / -6.257 eV. For the energy relative to the best compared isomer or geometry (same formula, charge and spin), the calculation gives 119.50 kcal per mole. The calculation puts the HOMO energy (spin up / spin down) at -13.370 / -13.309 eV. As for the HOMO-LUMO gap (spin up / spin down): 7.49 / 7.05 eV.

Geometry (Å):
C 1.365 0.776 2.117
C 0.335 1.671 2.491
C -1.677 0.775 0.712
C 1.298 -0.275 -0.181
C 0.110 0.475 -0.938
C -1.839 -1.000 -0.833
N 1.752 0.158 1.089
N -1.173 0.196 -0.335
S -1.249 2.035 1.716
H 2.085 0.813 2.921
H 0.168 2.087 3.408
H 1.049 -1.357 -0.013
H 2.254 -0.183 -0.885
H 0.255 1.490 -1.030
H 0.008 0.330 -1.965
H -2.797 -0.863 -0.433
H -2.020 -0.876 -1.885
H -1.199 -1.786 -0.594



Computed, not measured: C7H10 as an isolated structure at a distorted geometry, with the ωB97M-V functional and the def2-TZVPD basis.

The value obtained for the molar mass is 94.157 g/mol. The value obtained for the LUMO energy is 0.255 eV. For the energy relative to the best compared isomer or geometry (same formula, charge and spin), the calculation gives 142.66 kcal per mole. The calculation puts the HOMO energy at -6.720 eV. As for the HOMO-LUMO gap: 6.98 eV.

Geometry (Å):
C -1.417 0.685 -0.121
C -1.129 -0.701 0.436
C 0.595 0.389 -1.692
C 0.038 0.598 -0.330
C 0.948 0.789 0.852
C 0.646 -0.618 1.156
C 1.282 -1.679 1.577
H -1.762 1.402 0.622
H -2.019 0.718 -1.026
H -1.138 -1.582 -0.196
H -1.650 -0.890 1.371
H -0.094 -0.182 -2.319
H 0.700 1.357 -2.200
H 1.562 -0.111 -1.706
H 0.592 1.553 1.550
H 1.996 0.943 0.600
H 0.848 -2.670 1.427



Computed, not measured: a 2-piece molecular cluster, C6H13NO overall at a distorted geometry, with the ωB97M-V functional and the def2-TZVPD basis.

Its expectation value of S² is 0.75. The value obtained for the molar mass is 115.176 g/mol. Its multiplicity is 2. As for the charge: -1. The value obtained for the LUMO energy (spin up / spin down) is 3.309 / 3.259 eV. For the energy relative to the best compared isomer or geometry (same formula, charge and spin), the calculation gives 46.67 kcal per mole. The calculation puts the HOMO energy (spin up / spin down) at 1.070 / -4.807 eV. As for the HOMO-LUMO gap (spin up / spin down): 2.24 / 8.07 eV.

Geometry (Å):
C -0.419 3.736 1.064
C 0.167 2.373 1.011
C -0.235 1.309 0.307
N 0.200 0.012 0.612
C -0.113 -1.090 -0.308
C 0.712 -1.540 -2.641
C 0.129 -0.733 -1.752
H -0.732 3.985 2.086
H 0.354 4.493 0.858
H -1.250 3.842 0.372
H 1.175 2.255 1.427
H -1.091 1.294 -0.358
H 1.129 -0.072 1.009
H -1.183 -1.320 -0.257
H 0.390 -2.026 -0.065
H 1.131 -2.510 -2.406
H 0.695 -1.257 -3.684
H -0.259 0.217 -2.108
H 0.299 -4.822 1.327
H -0.988 -3.956 1.568
O -0.111 -4.190 1.939



Computed, not measured: C5H7N as an isolated structure, with the ωB97M-V functional and the def2-TZVPD basis.

The value obtained for the molar mass is 81.118 g/mol. The value obtained for the LUMO energy is 1.083 eV. For the energy relative to the best compared isomer or geometry (same formula, charge and spin), the calculation gives 47.73 kcal per mole. The calculation puts the HOMO energy at -8.865 eV. As for the HOMO-LUMO gap: 9.95 eV.

Geometry (Å):
C 1.994 0.057 -0.098
C 0.496 0.034 -0.124
C -0.392 1.027 0.302
C -1.684 0.516 0.214
C -1.561 -0.783 -0.290
N -0.167 -1.068 -0.547
H 2.386 -0.202 0.893
H 2.395 -0.662 -0.817
H 2.371 1.053 -0.353
H -0.107 2.007 0.671
H -2.609 1.016 0.475
H -2.308 -1.429 -0.736
H -0.815 -1.565 0.409



Computed, not measured: C24H43F5IrOP2Te as an isolated structure at a distorted geometry, with the ωB97M-V functional and the def2-TZVPD basis.

Its expectation value of S² is 6.04. The value obtained for the molar mass is 824.362 g/mol. Its multiplicity is 5. As for the charge: +1. The value obtained for the LUMO energy (spin up / spin down) is -4.211 / -4.248 eV. For the energy relative to the best compared isomer or geometry (same formula, charge and spin), the calculation gives 71.12 kcal per mole. The calculation puts the HOMO energy (spin up / spin down) at -8.726 / -8.957 eV. As for the HOMO-LUMO gap (spin up / spin down): 4.52 / 4.71 eV.

Geometry (Å):
Ir -1.003 -1.136 2.297
C -1.214 1.768 0.878
C -2.378 1.041 1.189
C -0.832 0.793 2.966
C -0.240 1.553 1.877
C -2.232 0.479 2.515
C -1.095 2.699 -0.274
H -1.501 2.247 -1.190
H -0.048 2.961 -0.454
H -1.640 3.650 -0.134
C 1.114 2.115 1.961
H 1.610 2.161 0.990
H 1.714 1.498 2.639
H 1.098 3.141 2.343
C -0.426 0.925 4.393
H -1.244 1.365 4.980
H 0.451 1.572 4.467
H -0.168 -0.058 4.807
C -3.328 0.120 3.438
H -3.271 0.721 4.348
H -3.238 -0.936 3.714
H -4.288 0.260 2.941
C -3.603 0.935 0.370
H -4.236 1.826 0.442
H -4.192 0.077 0.705
H -3.350 0.792 -0.687
C 1.366 1.840 -3.226
C 0.146 2.245 -3.511
C -1.021 1.361 -3.921
C -0.663 -0.146 -3.965
C -0.210 -0.603 -2.646
C 1.164 -0.662 -2.228
C 2.249 -0.505 -3.315
C 2.476 1.002 -3.652
H -1.412 1.686 -4.893
H 0.079 -0.326 -4.757
H -1.851 1.511 -3.216
H 2.745 1.124 -4.713
H 1.877 2.549 -1.819
H -0.126 3.305 -3.422
H 3.351 1.354 -3.058
H 3.200 -0.943 -2.988
H 1.390 0.058 -1.426
H 1.944 -1.064 -4.205
H -1.586 -0.684 -4.243
H -0.997 -0.751 -1.889
P 1.126 -2.193 -1.002
P -0.735 -3.111 2.866
C -0.080 -2.546 0.313
C 0.331 -3.532 1.414
H -1.028 -2.882 -0.144
H -0.215 -1.448 0.695
H 0.088 -4.573 1.128
H 1.395 -3.481 1.710
C 0.068 -3.389 4.459
H 0.173 -2.409 4.958
H 1.069 -3.815 4.310
H -0.549 -4.054 5.081
C -2.163 -4.206 2.632
H -2.351 -4.790 3.543
H -1.977 -4.878 1.782
H -3.025 -3.568 2.396
C 2.809 -2.332 -0.371
H 3.478 -1.663 -0.925
H 3.140 -3.372 -0.491
H 2.841 -2.059 0.691
C 0.920 -3.548 -2.208
H -0.084 -3.982 -2.139
H 1.659 -4.326 -2.000
H 1.067 -3.203 -3.237
F 2.349 6.747 -1.994
Te 2.221 4.938 -1.390
F 2.601 4.405 -3.167
F 1.802 5.362 0.417
F 0.361 4.976 -1.821
F 4.062 4.932 -0.983
O 2.066 3.080 -0.952